# 1
Formula: C33H51I2N10O3PSTa
Source: the OMol25 dataset
Level of theory: ωB97M-V/def2-TZVPD

## Properties
Frontier orbital gap: 7.10 eV
DFT total energy: -93969.2314 eV
ΔE to the lowest compared entry with this formula, charge and spin: 0.397 eV
Total charge: +1

CARTESIAN COORDINATES (ANGSTROEM)
Ta  0.01631  0.00844  -0.47898
N  0.31697  -1.24506  3.12582
C  0.85569  0.05340  3.49638
C  1.34057  0.84193  2.28959
O  2.36235  1.49213  2.29873
O  0.51359  0.85143  1.25583
H  -0.48596  -1.49352  3.68522
H  1.00725  -1.97635  3.23687
H  1.68246  0.01581  4.20728
H  0.06609  0.66029  3.94792
S  -1.97852  -1.29588  -0.18418
C  -1.37130  -2.88812  0.24724
N  -2.05008  -3.95083  0.53428
N  -3.36437  -4.01167  0.44821
C  -4.19298  -3.41972  -0.55906
C  -5.51219  -3.14249  -0.23199
C  -6.38464  -2.70442  -1.21671
C  -5.93551  -2.53211  -2.51804
C  -4.60837  -2.79397  -2.83142
C  -3.73261  -3.24580  -1.85786
N  -0.01036  -3.13432  0.36129
N  0.75574  -2.18169  0.12346
C  2.14358  -2.55263  0.17603
C  2.55143  -3.82323  -0.21580
C  3.89481  -4.15068  -0.15949
C  4.82712  -3.22357  0.29060
C  4.41272  -1.95808  0.67529
C  3.07030  -1.61558  0.60647
H  -3.69575  -4.90794  0.77170
H  -5.85054  -3.28007  0.78723
H  -7.41727  -2.50194  -0.96506
H  -6.61941  -2.19869  -3.28764
H  -4.25098  -2.66495  -3.84498
H  -2.70566  -3.47304  -2.11373
H  1.81689  -4.53652  -0.56215
H  4.21724  -5.13524  -0.47043
H  5.87497  -3.48792  0.33554
H  5.13543  -1.23448  1.03039
H  2.75417  -0.62607  0.90213
N  2.17012  3.22056  -0.71736
C  2.67366  1.99959  -0.59270
O  1.99733  0.99445  -0.86611
C  4.10670  1.86430  -0.17913
I  5.22004  0.96708  -1.75322
H  1.21010  3.33463  -1.03527
H  2.71468  4.03048  -0.47804
H  4.16420  1.21639  0.68889
H  4.56551  2.82110  0.04670
I  -0.72429  -0.98992  -3.94732
C  0.78264  -0.72514  -2.43590
H  1.48025  -0.02860  -2.89225
H  1.28037  -1.69346  -2.39104
N  -1.03693  1.35566  -1.11050
P  -1.76485  2.77393  -1.18285
N  -3.20615  2.59306  -1.93399
C  -4.06154  3.75231  -2.21543
C  -5.53854  3.42999  -2.01422
C  -5.93648  2.19516  -2.81374
C  -5.02274  1.02583  -2.46599
C  -3.56498  1.38747  -2.69532
N  -0.66538  3.78534  -1.91118
C  -0.01806  3.28487  -3.14342
C  -0.68701  3.82288  -4.39874
C  -0.66305  5.34761  -4.39044
C  -1.33598  5.87891  -3.12893
C  -0.74836  5.25583  -1.86629
N  -2.07896  3.47896  0.26734
C  -0.95666  3.95190  1.11209
C  -1.09273  3.44596  2.54043
C  -2.37332  3.97204  3.19054
C  -3.52969  3.97671  2.17500
C  -3.25927  3.01459  1.03051
H  -3.90945  4.05919  -3.25869
H  -3.75707  4.58339  -1.57666
H  -6.12763  4.29848  -2.31485
H  -5.74296  3.25995  -0.95407
H  -5.85078  2.41384  -3.88395
H  -6.98053  1.94109  -2.62618
H  -5.26227  0.15242  -3.07233
H  -5.15941  0.73301  -1.41959
H  -3.39470  1.57486  -3.76421
H  -2.90876  0.57362  -2.39960
H  -0.01859  2.19509  -3.12496
H  1.02796  3.61479  -3.12490
H  -1.71908  3.45822  -4.44238
H  -0.17066  3.42624  -5.27447
H  -1.15418  5.74983  -5.27709
H  0.37748  5.68839  -4.42448
H  -2.40649  5.66995  -3.17427
H  -1.22907  6.96322  -3.05852
H  -1.32350  5.55202  -0.99157
H  0.27386  5.63056  -1.72787
H  -0.93035  5.04656  1.11119
H  -0.01346  3.59406  0.69980
H  -0.21144  3.75238  3.10650
H  -1.09088  2.35387  2.51825
H  -2.20930  4.98248  3.56856
H  -2.62479  3.35478  4.05401
H  -3.66817  4.97585  1.75412
H  -4.47100  3.70522  2.65342
H  -4.10818  2.96866  0.35906
H  -3.09658  1.99939  1.41243

Mulliken atomic charge list, values in e, 8 entries: Ta 0.474; N -0.355; C -1.128; C 0.728; O -0.662; O 0.216; H 0.232; H 0.214

=====

# 2
Formula: C33H51I2N10O3PSTa
Source: the OMol25 dataset
Level of theory: ωB97M-V/def2-TZVPD

## Properties
Frontier orbital gap (spin up / spin down): 6.34 / 6.34 eV
DFT total energy: -93968.0537 eV
ΔE to the lowest compared entry with this formula, charge and spin: 1.574 eV
Total charge: +1

CARTESIAN COORDINATES (ANGSTROEM)
Ta  1.73377  -0.10819  0.78350
N  2.68197  -1.20410  4.55923
C  3.10838  0.17521  4.68492
C  2.65652  1.10220  3.57853
O  2.84314  2.28412  3.60131
O  2.00776  0.50705  2.54935
H  2.39044  -1.57597  5.45193
H  3.42462  -1.79784  4.21455
H  4.19496  0.30266  4.72278
H  2.72013  0.62139  5.60211
S  4.18059  0.13089  0.59492
C  4.37538  -0.04878  -1.12786
N  5.60337  0.00542  -1.60092
N  5.93546  -0.26143  -2.82591
C  5.29138  -1.00985  -3.86420
C  4.66010  -2.22070  -3.60698
C  4.12462  -2.93367  -4.66059
C  4.22195  -2.45450  -5.96580
C  4.88088  -1.26309  -6.21204
C  5.42248  -0.53595  -5.15642
N  3.33829  -0.13631  -1.98479
N  2.14930  -0.11222  -1.55903
C  1.22733  -0.20800  -2.68678
C  1.69780  -0.12094  -3.99809
C  0.82905  -0.30615  -5.05701
C  -0.51289  -0.59407  -4.83671
C  -0.97739  -0.66631  -3.53587
C  -0.11417  -0.45632  -2.46864
H  6.89210  0.00934  -3.01855
H  4.57909  -2.59941  -2.59659
H  3.62816  -3.87441  -4.46390
H  3.79449  -3.01744  -6.78394
H  4.97646  -0.88936  -7.22222
H  5.93107  0.40230  -5.34018
H  2.74085  0.07942  -4.18797
H  1.21042  -0.23677  -6.06698
H  -1.18299  -0.75502  -5.66990
H  -2.01952  -0.88553  -3.33917
H  -0.48496  -0.49187  -1.46315
N  0.37458  2.93582  2.00425
C  1.32199  3.14051  1.08334
O  1.70820  2.26251  0.30788
C  1.90858  4.51693  0.98655
I  0.53507  5.83053  0.00960
H  0.07991  1.98087  2.17801
H  0.25571  3.60648  2.74786
H  2.80213  4.48199  0.37538
H  2.12248  4.93766  1.96519
I  1.99605  -3.39365  -0.54610
C  1.92073  -2.25470  1.27828
H  2.85802  -2.48516  1.77685
H  1.08828  -2.65853  1.84993
N  -0.13281  -0.12604  0.70518
P  -1.71951  -0.10086  0.93255
N  -2.16920  0.33907  2.44988
C  -1.67904  -0.45286  3.58878
C  -0.84040  0.41268  4.51865
C  -1.62600  1.65309  4.99884
C  -2.95869  1.79317  4.26407
C  -2.78816  1.64330  2.76007
N  -2.30672  -1.62206  0.77291
C  -1.65349  -2.62043  -0.09759
C  -2.68530  -3.31965  -0.96526
C  -3.65650  -4.12965  -0.08867
C  -3.73591  -3.53733  1.32435
C  -3.63914  -2.02136  1.27855
N  -2.38537  0.99834  -0.08918
C  -1.66028  2.20175  -0.55027
C  -2.23687  2.68980  -1.86958
C  -3.71461  3.09456  -1.72779
C  -4.35631  2.42503  -0.51071
C  -3.84649  1.00364  -0.31770
H  -1.08070  -1.27753  3.20121
H  -2.52125  -0.89664  4.12856
H  0.05873  0.70923  3.97360
H  -0.50732  -0.19179  5.36341
H  -1.03086  2.55629  4.83942
H  -1.80931  1.59811  6.07168
H  -3.40452  2.76840  4.46407
H  -3.67074  1.04837  4.62609
H  -2.18049  2.47295  2.38320
H  -3.75942  1.71624  2.27120
H  -1.13443  -3.35586  0.52430
H  -0.89413  -2.13659  -0.70133
H  -2.17735  -3.96178  -1.68534
H  -3.22477  -2.56287  -1.54190
H  -3.33388  -5.16962  -0.02926
H  -4.64902  -4.13559  -0.54202
H  -2.93185  -3.92608  1.95350
H  -4.67328  -3.81627  1.80684
H  -3.78838  -1.59239  2.26834
H  -4.43648  -1.64351  0.63270
H  -0.60612  1.95023  -0.66116
H  -1.72913  3.00172  0.19603
H  -2.12964  1.89695  -2.60772
H  -1.63542  3.52854  -2.22228
H  -4.26021  2.81264  -2.62981
H  -3.80871  4.17698  -1.63390
H  -5.44198  2.39908  -0.61239
H  -4.14107  3.00294  0.39106
H  -4.08763  0.39755  -1.19870
H  -4.35197  0.54902  0.53355

Mulliken atomic charge list, values in e, 8 entries: Ta 0.933; N -0.422; C -0.841; C 0.275; O -0.589; O 2.190; H 0.219; H 0.201

=====

# 3
Formula: C33H52AsKN10OSSi3
Source: the OMol25 dataset
Level of theory: ωB97M-V/def2-TZVPD

## Properties
Frontier orbital gap: 5.92 eV
DFT total energy: -163650.2551 eV
Total charge: -2

CARTESIAN COORDINATES (ANGSTROEM)
K  -1.06447  0.10220  0.93180
N  -2.67652  -1.96201  -0.17265
C  -2.20282  -3.19661  0.45280
C  -0.70143  -3.36833  0.24717
N  0.03276  -2.24854  0.81471
H  -3.68918  -1.95571  -0.23300
H  -2.33555  -1.93201  -1.13884
H  -2.70815  -4.09361  0.05937
H  -2.41902  -3.14800  1.52683
H  -0.49621  -3.39673  -0.82449
H  -0.39797  -4.34146  0.66611
H  0.99807  -2.21280  0.49773
H  0.12196  -2.34110  1.82381
C  0.85885  -2.03043  5.01642
O  1.27565  -1.77599  3.70669
Si  2.90353  -1.88954  3.21616
C  3.90056  -1.16803  4.67164
C  3.25571  -3.75385  3.30706
C  3.13236  -1.11450  1.62603
Si  4.17442  -1.90406  0.37250
C  4.44265  -0.85341  -1.18251
C  3.49576  -3.54065  -0.31902
C  5.94553  -2.31493  0.95715
Si  2.82406  0.67222  1.53340
C  1.61182  1.31335  2.85208
C  4.36647  1.75873  1.79657
C  2.06880  1.28808  -0.09954
H  1.30567  -1.32556  5.72974
H  1.12269  -3.04740  5.34273
H  -0.22639  -1.92525  5.06178
H  3.72683  -1.68980  5.61573
H  3.67746  -0.11177  4.82081
H  4.96369  -1.24150  4.43854
H  3.18126  -4.11042  4.33712
H  4.24992  -4.00917  2.94154
H  2.52939  -4.30274  2.70723
H  3.50106  -0.66028  -1.69273
H  5.09376  -1.38714  -1.87819
H  4.90742  0.10669  -0.96413
H  2.57591  -3.36601  -0.87781
H  3.27358  -4.26121  0.46466
H  4.21087  -4.00070  -1.00500
H  6.45325  -1.40076  1.26905
H  6.53836  -2.78351  0.16753
H  5.93800  -2.98920  1.81508
H  1.84915  0.94367  3.84696
H  0.58239  1.01242  2.64694
H  1.63510  2.40555  2.87074
H  4.77383  1.58499  2.79419
H  4.14810  2.82352  1.69466
H  5.14718  1.50224  1.07950
H  1.37247  0.57149  -0.54487
H  2.83183  1.48292  -0.85257
H  1.53925  2.22768  0.07307
S  -1.33251  -2.29400  -3.30875
C  -0.87993  -1.03744  -4.41421
C  -0.40122  -1.34131  -5.70147
C  -0.09003  -0.35270  -6.61055
C  -0.25043  0.98799  -6.27426
C  -0.71688  1.31107  -5.00887
C  -1.01903  0.32285  -4.08217
As  -1.59625  0.70841  -2.25349
C  -1.70904  2.66468  -2.46320
C  -2.82322  3.36212  -2.90957
C  -2.78392  4.74331  -3.04436
C  -1.62548  5.44299  -2.74756
C  -0.50169  4.75569  -2.31366
C  -0.55078  3.37828  -2.16779
C  -3.51855  0.34620  -2.41672
C  -4.06782  -0.42010  -3.43803
C  -5.43233  -0.68244  -3.45877
C  -6.25938  -0.18465  -2.46376
C  -5.71589  0.58183  -1.44076
C  -4.35392  0.83837  -1.41742
H  -0.28714  -2.38566  -5.96506
H  0.27828  -0.62741  -7.59349
H  -0.00992  1.77172  -6.98238
H  -0.83710  2.35554  -4.74153
H  -3.73399  2.82797  -3.15804
H  -3.66788  5.27379  -3.38209
H  -1.60129  6.52251  -2.83358
H  0.39690  5.29347  -2.04457
H  0.32822  2.85118  -1.81320
H  -3.42409  -0.82888  -4.20673
H  -5.84705  -1.28711  -4.25684
H  -7.32264  -0.39258  -2.48313
H  -6.35833  0.98608  -0.66632
H  -3.92095  1.44267  -0.62839
N  -4.72088  1.43731  2.24254
N  -3.72706  1.03700  3.12048
N  -3.14413  1.85993  3.94444
C  -2.25820  1.05321  4.51810
N  -2.33543  -0.19772  4.06085
N  -3.28627  -0.18431  3.15182
H  -4.24540  2.10969  1.62567
H  -4.89173  0.61298  1.66724
H  -1.54815  1.38306  5.25257
N  -2.24888  2.28334  0.85135
C  -1.90241  3.39531  0.96836
N  -1.67438  4.63998  1.13701
C  -0.49601  5.19620  1.07824
N  0.49454  5.79853  1.06377

Mulliken atomic charge list, values in e, 8 entries: K 1.298; N 0.006; C -0.956; C -0.679; N 1.256; H 0.141; H -0.419; H 0.405

=====

# 4
Formula: C33H52BrClN7O4PRuS
Source: the OMol25 dataset
Level of theory: ωB97M-V/def2-TZVPD

## Properties
Expectation value of S²: 8.804
Frontier orbital gap (spin up / spin down): 5.73 / 5.26 eV
DFT total energy: -158957.8355 eV
Spin multiplicity: 6
ΔE to the lowest compared entry with this formula, charge and spin: 0.421 eV
Total charge: -1

CARTESIAN COORDINATES (ANGSTROEM)
Ru  0.71274  -0.69567  -0.39127
N  0.10017  -3.07597  0.40939
C  1.35765  -3.69629  0.84862
C  2.57645  -2.77497  0.96747
O  3.55611  -3.26342  1.55570
N  2.49112  -1.56163  0.43123
C  3.63851  -0.69364  0.61557
C  3.31386  0.79861  0.43921
O  4.27997  1.57779  0.46400
O  2.09750  1.14554  0.26577
H  -0.29248  -2.44657  1.10874
H  -0.58607  -3.79058  0.19335
H  1.63626  -4.46719  0.12531
H  1.27663  -4.19261  1.81878
H  4.44564  -0.92595  -0.08714
H  4.07589  -0.82430  1.60984
N  -0.81792  -0.22251  0.96110
P  -1.02785  1.03294  1.81554
N  -1.24369  2.46720  0.95710
C  -1.95033  3.65556  1.41915
C  -2.77130  4.25131  0.27918
C  -1.85045  4.73669  -0.85431
C  -0.52900  3.95379  -0.85188
C  -0.74865  2.51035  -0.42746
N  -2.46139  1.04125  2.73905
C  -2.43955  0.25240  3.97657
C  -3.01436  -1.14362  3.75091
C  -4.50976  -1.04073  3.39993
C  -4.82336  0.31789  2.75911
C  -3.65596  0.78889  1.90663
N  0.16250  1.30409  2.97649
C  0.85265  2.58619  3.09515
C  1.36293  2.78777  4.51895
C  2.26383  1.62788  4.93661
C  1.53069  0.30155  4.74979
C  1.02509  0.16910  3.32037
H  -1.26230  4.43120  1.78912
H  -2.58751  3.38045  2.25814
H  -3.39203  5.06879  0.65392
H  -3.44922  3.47799  -0.09155
H  -1.65019  5.80645  -0.74478
H  -2.35564  4.61061  -1.81607
H  0.18582  4.40884  -0.16018
H  -0.06388  3.97445  -1.83977
H  0.18705  1.96046  -0.49570
H  -1.46681  2.03190  -1.11288
H  -3.01407  0.76551  4.75667
H  -1.40884  0.20782  4.32805
H  -2.86669  -1.77053  4.63376
H  -2.45628  -1.59730  2.92715
H  -5.11882  -1.16929  4.29935
H  -4.78869  -1.84349  2.71185
H  -5.02917  1.06613  3.52983
H  -5.71846  0.25011  2.13627
H  -3.91688  1.70344  1.37422
H  -3.43687  0.02931  1.14393
H  0.17062  3.38719  2.83432
H  1.69948  2.62358  2.39306
H  0.50721  2.85371  5.20077
H  1.90488  3.73719  4.57404
H  2.59345  1.74714  5.97245
H  3.16155  1.62991  4.30800
H  0.68320  0.24924  5.44424
H  2.19149  -0.54127  4.97091
H  0.46019  -0.75365  3.19241
H  1.87108  0.11355  2.62386
Br  -4.96778  -0.98415  -1.48916
C  -3.29593  -0.58607  -2.28784
C  -3.24590  0.06218  -3.50249
C  -1.99677  0.32067  -4.03404
C  -0.86616  -0.07343  -3.33548
N  -0.92739  -0.69193  -2.15703
C  -2.12916  -0.94496  -1.63604
H  -4.15411  0.35330  -4.01327
H  -1.89997  0.82970  -4.98427
H  0.13574  0.11688  -3.69659
H  -2.13390  -1.40480  -0.65639
Cl  3.96325  -3.54739  -4.88406
C  2.39654  -4.30120  -4.82128
C  2.05399  -5.17557  -5.82961
C  0.80842  -5.79856  -5.81872
C  -0.08660  -5.52852  -4.78160
C  0.25722  -4.65853  -3.77562
C  1.51966  -4.00078  -3.73925
C  1.82659  -3.12190  -2.70662
H  2.76098  -5.36979  -6.62488
H  0.54256  -6.48507  -6.61186
H  -1.05718  -6.00807  -4.77027
H  -0.43891  -4.44240  -2.97331
H  1.09204  -2.95562  -1.92667
H  2.76457  -2.59304  -2.63894
C  3.58115  2.27548  -2.47443
S  3.46624  0.50312  -2.70284
C  3.82928  0.49100  -4.46639
O  2.01299  0.16170  -2.59538
H  4.59660  2.59831  -2.70935
H  3.38062  2.45743  -1.41672
H  2.84698  2.74829  -3.12843
H  4.85298  0.83293  -4.62615
H  3.11769  1.13245  -4.98505
H  3.72595  -0.54218  -4.79787

Mulliken atomic charge list, values in e, 8 entries: Ru 2.331; N -0.129; C -0.885; C 0.154; O -0.804; N 0.412; C -1.169; C -0.004